The following is a quantum chemistry calculation of C19H19N2O2PdSi as an isolated structure, from the OMol25 dataset.

XYZ file:
```
44
Properties=species:S:1:pos:R:3:forces:R:3
Pd 0.807490 1.184017 1.164710 0.090 -0.021 -0.483
O 1.588414 1.493264 -0.898576 -0.103 0.148 0.018
C 1.027035 1.972792 -1.931761 0.079 -0.065 0.122
C 1.843545 2.351262 -3.049419 0.033 0.045 -0.071
C 1.331735 2.897526 -4.194056 0.029 -0.030 0.047
C -0.048803 3.127752 -4.334670 -0.027 -0.001 0.019
C -0.865954 2.772444 -3.290696 -0.013 0.019 -0.027
C -0.388343 2.183400 -2.103082 -0.026 -0.034 0.052
C -1.397868 1.861640 -1.128781 0.050 -0.006 -0.036
N -1.249378 1.181292 -0.044202 0.143 0.096 0.013
N -2.439354 1.116465 0.667134 0.017 -0.118 0.185
C -2.458682 0.507190 1.785038 0.120 -0.002 -0.348
O -1.440000 -0.157004 2.423728 -0.176 0.223 0.196
C -3.734336 0.413933 2.532870 -0.068 -0.034 0.068
C -4.906986 0.950590 1.998241 0.033 -0.046 0.020
C -6.093699 0.873741 2.704506 -0.012 0.002 0.008
C -6.130386 0.261804 3.952549 -0.014 0.005 0.001
C -4.968852 -0.271214 4.488088 -0.019 -0.002 0.016
C -3.774876 -0.196766 3.784664 0.004 0.041 -0.048
H 2.907128 2.181061 -2.934213 0.004 0.011 -0.013
H 2.004868 3.161910 -5.003237 0.000 0.002 -0.003
H -0.451790 3.572243 -5.234999 -0.008 -0.003 0.002
H -1.936497 2.938749 -3.369812 -0.003 0.000 -0.011
H -2.401497 2.240830 -1.343589 -0.017 -0.024 0.008
H -4.862960 1.425304 1.028535 0.006 0.001 -0.008
H -6.997499 1.295023 2.281867 0.000 0.000 -0.002
H -7.061185 0.205189 4.503277 0.001 -0.003 0.002
H -4.987077 -0.745680 5.461318 0.000 -0.001 0.000
H -2.865609 -0.604838 4.202155 0.000 -0.003 0.000
C 0.111783 0.268314 6.233429 0.025 0.025 -0.040
Si 1.227830 1.140329 4.982751 0.112 -0.044 -0.027
C 1.034589 2.998068 5.219288 0.022 -0.071 0.002
C 3.011818 0.676279 5.360790 -0.057 0.007 -0.019
C 0.765595 0.702627 3.290176 -0.205 0.136 -0.037
C -0.226693 0.454395 2.522522 -0.022 -0.248 0.378
H 0.434092 0.450677 7.262105 0.001 0.013 0.009
H 0.112047 -0.810345 6.062736 0.014 -0.010 0.002
H -0.917768 0.620718 6.133597 -0.009 -0.001 -0.007
H 1.305676 3.314578 6.230275 0.005 -0.008 0.009
H 0.001054 3.294346 5.029166 -0.009 0.001 0.001
H 1.665544 3.532440 4.506630 0.004 -0.002 -0.005
H 3.295985 0.946215 6.381110 -0.004 0.009 0.010
H 3.683945 1.187227 4.668661 0.002 0.005 -0.009
H 3.165078 -0.397485 5.234801 -0.004 -0.013 0.003
```
Forces are in eV/Å.

For the energy, the calculation gives -1412.78085 a.u. The calculation puts the energy above the lowest of the compared OMol25 structures with the same formula, charge and spin at 0.476 eV. The HOMO energy is -0.1355 Eh. For the largest force on an atom, the calculation gives 0.49 eV/Å. As for the net charge: -1.


The following is a quantum chemistry calculation of one molecule with the formula C19H19N3OS2, from the OMol25 dataset.

XYZ file:
```
44
Properties=species:S:1:pos:R:3:forces:R:3
C 0.222911 -2.212264 5.491946 -0.118 0.142 -0.263
C 0.442388 -1.400186 4.219644 0.126 -0.038 0.088
C 1.338662 -0.195634 4.489374 -0.221 -0.087 -0.087
C 1.064236 -2.300524 3.134095 0.037 -0.004 0.180
C 1.093861 -1.598621 1.813250 0.293 -0.402 0.428
O 2.078501 -1.093958 1.330310 0.036 0.042 0.012
N -0.097682 -1.461594 1.099501 -0.515 0.515 -0.986
C -1.337299 -1.990998 1.221397 -0.041 -0.345 0.399
S -1.895192 -3.053188 2.347948 -0.301 -0.331 0.312
N -2.249688 -1.593364 0.266023 -0.106 -0.093 0.038
C -2.064560 -0.725798 -0.768595 -0.622 0.528 -0.870
N -0.959663 -0.123365 -1.046388 0.180 -0.438 0.375
C -1.063562 0.694892 -2.134605 -0.933 0.104 -0.506
C 0.101791 1.424107 -2.630826 0.191 0.088 -0.469
C 0.273623 1.540308 -3.992949 -0.153 -0.092 0.397
C 1.397781 2.175135 -4.530280 0.302 0.225 -0.025
C 2.360331 2.680871 -3.702271 -0.129 -0.067 -0.235
C 2.221220 2.596437 -2.301940 -0.210 -0.141 0.125
C 3.205815 3.122755 -1.439157 0.088 0.051 0.189
C 3.057264 3.061197 -0.083051 0.192 0.094 -0.199
C 1.901913 2.489810 0.467941 -0.244 -0.090 -0.035
C 0.931323 1.968545 -0.340895 0.007 0.092 0.365
C 1.069302 1.977536 -1.744403 0.219 0.135 -0.216
C -2.306765 0.706318 -2.696960 0.179 -0.052 0.242
S -3.394362 -0.332239 -1.849847 0.665 -0.062 0.326
H 1.164101 -2.625503 5.847610 0.137 -0.061 0.075
H -0.194427 -1.582198 6.273810 -0.028 0.036 0.133
H -0.468439 -3.030111 5.304709 -0.065 -0.123 0.016
H -0.531480 -1.045833 3.865413 0.046 -0.050 0.011
H 0.865691 0.477218 5.201351 -0.014 0.090 0.077
H 2.291123 -0.519607 4.903284 0.151 -0.009 0.045
H 1.537584 0.353546 3.571988 0.084 0.131 -0.057
H 2.092711 -2.537991 3.409726 0.032 0.054 -0.077
H 0.486972 -3.221313 3.054677 0.106 0.056 -0.002
H 0.018360 -0.875020 0.256485 0.130 -0.104 0.256
H -3.167701 -2.008263 0.369397 0.287 -0.008 0.139
H -0.456875 1.107967 -4.661030 -0.055 -0.090 -0.020
H 1.503019 2.244319 -5.602805 0.046 0.014 -0.075
H 3.242920 3.153734 -4.108330 0.082 0.042 -0.046
H 4.081971 3.579274 -1.877366 0.086 0.042 -0.026
H 3.818614 3.459993 0.570695 0.081 0.040 0.020
H 1.781653 2.466577 1.540776 -0.043 -0.027 0.084
H 0.040353 1.549479 0.098366 0.041 0.024 0.055
H -2.655121 1.272697 -3.535243 -0.026 0.173 -0.193
```
Forces are in eV/Å.

For the energy, the calculation gives -1771.36093 a.u. The calculation puts the energy above the lowest of the compared OMol25 structures with the same formula, charge and spin at 0.000 eV. The HOMO energy is -0.2959 Eh. For the largest force on an atom, the calculation gives 1.23 eV/Å.


The following is a quantum chemistry calculation of a 2-piece molecular cluster, C19H19N5O5S overall, from the OMol25 dataset.

XYZ file:
```
49
Properties=species:S:1:pos:R:3:forces:R:3
N 4.505086 -2.676202 -0.976477 -2.023 0.379 1.575
C 3.567694 -2.507571 -0.293388 1.873 -0.679 -1.143
C 2.408881 -2.333742 0.541384 0.035 1.027 1.622
C 2.372634 -1.348337 1.558177 1.246 -0.777 -0.614
C 1.219869 -1.231386 2.329646 -1.391 1.298 0.869
N 0.848739 -0.144098 3.123270 -0.164 -1.087 -0.874
O 1.435215 0.859293 3.507117 -0.658 -1.229 -0.265
O -0.527161 -0.327446 3.392394 0.976 -0.064 -0.056
N -1.037438 -1.443805 2.742441 2.310 -0.380 -0.479
C 0.044665 -1.992754 2.124162 -2.301 0.847 -0.809
C 0.062596 -2.950727 1.022002 1.683 0.515 0.156
N -1.124282 -3.530658 0.448279 -1.743 -1.708 -1.544
O -2.255477 -3.343144 0.935480 2.495 0.050 -0.375
O -0.942544 -4.217065 -0.594394 -0.423 1.273 2.042
C 1.269542 -3.133560 0.324658 -1.711 -0.313 0.424
H 3.233892 -0.762753 1.874784 -0.380 -0.334 -0.307
H 1.309721 -3.933160 -0.419118 -0.169 0.563 0.055
C -4.245877 3.281019 2.985031 0.381 -0.063 -0.269
N -3.662552 3.437672 1.667864 -1.243 0.088 0.073
C -4.139815 4.601785 0.946918 0.476 -0.315 0.090
C -2.521689 2.729034 1.272606 0.922 -0.547 -0.284
C -2.641436 1.454026 0.658550 0.075 0.817 0.422
C -1.518210 0.798249 0.185541 0.369 -0.094 -0.037
C -0.240278 1.360262 0.347079 -0.371 0.113 0.030
C 0.946522 0.692348 -0.298519 0.412 -0.542 -0.280
C 2.252286 0.995935 0.224836 -0.488 0.258 0.381
S 3.570475 0.453208 -0.685592 0.457 0.883 0.222
C 4.203184 1.885105 -1.617506 0.096 -0.328 -0.134
C 5.005647 0.447695 0.460100 -0.117 -0.219 -0.422
O 0.784336 -0.108181 -1.242077 0.060 0.503 0.669
C -0.115713 2.583342 1.022137 0.333 -0.377 -0.311
C -1.233923 3.271752 1.465329 -0.562 -0.204 0.032
H -3.997049 2.281159 3.361945 -0.186 0.286 0.085
H -3.878060 4.050832 3.690427 -0.107 -0.248 0.014
H -5.336356 3.397617 2.888478 0.231 -0.164 0.235
H -3.861221 4.505665 -0.109171 -0.134 0.175 0.200
H -5.235472 4.630182 1.044235 0.249 0.117 -0.182
H -3.728825 5.541029 1.355824 -0.111 0.005 -0.181
H -3.629436 1.009674 0.548463 0.182 0.167 -0.002
H -1.620468 -0.156421 -0.333236 0.102 0.269 0.108
H 2.435543 1.621189 1.097375 0.001 -0.005 -0.384
H 5.172343 1.555541 -2.005631 -0.108 0.286 -0.098
H 3.511140 2.077884 -2.439488 0.081 0.004 0.168
H 4.305976 2.752502 -0.956586 -0.086 -0.232 -0.158
H 5.836787 0.107878 -0.173309 -0.147 0.153 0.329
H 5.177606 1.464325 0.829209 -0.076 -0.266 -0.035
H 4.886554 -0.261913 1.285364 0.024 0.258 -0.373
H 0.890807 2.981580 1.151340 -0.379 0.146 0.036
H -1.143064 4.233196 1.978786 0.008 -0.304 -0.221
```
Forces are in eV/Å.

For the energy, the calculation gives -1783.21204 a.u. The calculation puts the energy above the lowest of the compared OMol25 structures with the same formula, charge and spin at 10.389 eV. The HOMO energy is -0.2937 Eh. For the largest force on an atom, the calculation gives 2.89 eV/Å.


The following is a quantum chemistry calculation of one molecule with the formula C19H19N7O, from the OMol25 dataset.

XYZ file:
```
46
Properties=species:S:1:pos:R:3:forces:R:3
C -0.562063 2.380498 -0.023792 -0.786 1.175 0.103
C 0.527857 2.366077 1.069387 0.220 1.971 -0.829
C 0.078081 3.073156 2.292202 -2.942 -1.374 3.966
N 0.869971 1.008932 1.290702 2.351 2.011 -0.590
C 0.152371 -0.010410 1.647787 -0.519 0.714 1.134
N 0.705008 -1.062825 0.994286 0.101 0.126 1.483
C 0.119056 -2.150061 1.271928 -3.095 -0.115 -0.270
N 0.456358 -3.125951 0.441078 2.525 -2.374 -0.899
C -0.466091 -3.304607 -0.625626 0.888 1.045 -2.627
C -0.153577 -2.586967 -1.821069 -3.561 -2.587 -0.803
C -0.993217 -2.787495 -2.943405 -0.552 -0.921 1.655
C -2.166692 -3.618093 -2.877668 2.703 0.563 -0.642
N -3.121370 -3.972800 -3.852573 3.376 4.015 -2.129
C -4.095768 -4.420826 -3.230475 -1.473 -2.160 0.213
N -3.736596 -4.672317 -1.952317 -0.309 -0.651 3.129
C -2.462332 -4.191611 -1.646160 -1.271 0.876 -2.911
C -1.598531 -4.055898 -0.583634 -0.569 -0.964 2.661
N -1.051806 -2.257456 1.964663 3.864 0.266 -1.496
C -1.510872 -1.150830 2.587077 -3.149 1.436 1.871
O -2.566105 -1.347678 3.176498 0.221 0.857 0.479
N -0.878073 0.077817 2.462738 0.039 -1.858 -0.698
C 1.796563 3.178386 0.658726 0.333 -0.590 -0.819
C 3.074686 2.755986 1.078877 0.673 1.626 -1.802
C 4.247254 3.396986 0.527051 -1.745 -1.931 1.666
C 4.161534 4.375664 -0.391902 1.479 0.644 -0.351
C 2.892058 4.775403 -0.764939 -0.951 1.554 -1.347
C 1.699122 4.294019 -0.248198 1.004 -1.510 1.075
H -0.962324 3.427050 -0.034641 0.318 -0.805 -0.585
H -1.457630 1.774204 0.248414 0.881 0.132 0.037
H -0.177285 2.057114 -1.013678 -0.222 0.349 0.574
H 0.721977 2.869116 3.209140 -0.153 0.537 -1.436
H -0.885966 2.471429 2.683915 1.581 1.802 -0.971
H -0.123443 4.170148 2.201520 0.192 -1.096 -0.140
H 1.502293 0.675643 0.587930 0.578 0.236 -0.149
H 1.346817 -2.670088 0.097987 -1.067 -1.628 -0.320
H 0.634823 -1.928404 -1.885465 1.702 1.276 -0.045
H -0.803554 -2.235026 -3.807697 0.343 0.646 -1.412
H -5.019168 -4.672581 -3.793243 0.470 -0.182 1.269
H -4.204373 -5.221170 -1.297118 -1.327 -0.799 0.865
H -1.808860 -4.473588 0.397875 -0.255 -0.344 -0.211
H -1.362033 -3.145701 2.240251 -0.754 -1.015 0.399
H 3.279340 1.927546 1.723597 -0.447 -0.390 0.353
H 5.204366 3.007674 0.786622 0.557 -0.180 0.435
H 5.171802 4.778317 -0.718375 -1.839 -0.154 -0.209
H 2.785206 5.489720 -1.584086 0.147 0.165 0.359
H 0.741187 4.731500 -0.544190 0.440 -0.394 -0.037
```
Forces are in eV/Å.

For the energy, the calculation gives -1193.91626 a.u. The calculation puts the energy above the lowest of the compared OMol25 structures with the same formula, charge and spin at 3.110 eV. The HOMO energy is -0.3294 Eh. For the largest force on an atom, the calculation gives 5.66 eV/Å.


The following is a quantum chemistry calculation of a 3-piece molecular cluster, C19H20BF4INO9PS2 overall, from the OMol25 dataset.

XYZ file:
```
58
Properties=species:S:1:pos:R:3:forces:R:3
C 0.014644 3.096067 2.411970 -0.530 0.116 -0.837
B 0.893145 1.796031 2.110113 0.223 -0.216 1.932
O 1.329707 1.052677 3.239638 0.443 1.094 -2.048
C 1.357429 1.275331 0.646976 1.058 -0.597 -1.910
C 2.830199 1.295525 0.352242 -1.470 -0.484 -1.270
I 4.268662 1.992862 1.810575 -1.065 -0.263 -0.659
C 3.403503 0.882286 -0.945199 -1.789 -1.180 -0.002
S 5.174228 0.932050 -1.294236 -0.103 0.102 0.152
C 2.476604 0.417407 -1.952513 -1.233 0.258 2.352
C 1.022086 0.365072 -1.640278 1.238 -0.182 0.114
C 0.416187 0.784220 -0.396026 2.964 -0.238 -0.511
C -1.092908 0.758516 -0.133839 -0.325 0.765 1.428
F -1.369597 0.033105 1.029957 0.501 0.740 -1.283
F -1.485857 2.073019 0.176330 0.381 -1.323 -0.718
C -2.076409 0.251831 -1.228944 -1.616 -0.853 0.330
F -3.366298 0.673757 -0.893993 1.537 -0.236 -0.225
F -2.127343 -1.133311 -1.149308 0.356 1.605 -0.319
C 0.457510 -0.221584 -2.946600 -0.073 0.622 -0.380
O -0.417742 -0.969863 -3.270958 -0.055 0.596 1.042
N 1.364060 0.245851 -3.992222 0.335 -0.285 -0.982
P 1.149958 1.835404 -4.648004 0.379 0.687 -0.029
S 2.302296 3.210221 -3.926846 -0.036 -0.271 -0.066
C 2.678125 -0.068463 -3.420545 -0.509 1.764 1.840
O 3.601669 -0.575469 -3.956303 -0.128 0.149 -0.087
H -1.066283 2.764589 2.342972 1.052 0.280 0.123
H 0.120293 3.883996 1.612451 -0.104 -0.594 0.936
H 0.142238 3.506793 3.442591 0.146 -0.313 -0.864
H 1.978400 1.586958 3.754119 -0.811 -0.694 0.208
H 5.558444 -0.351327 -1.611890 -1.013 0.560 0.152
H -1.898226 0.607839 -2.269494 0.101 -0.437 0.903
H -0.224661 2.172825 -4.413293 0.419 -0.844 -0.193
H 1.268337 1.751657 -6.074312 -0.264 -0.446 0.748
C -1.250763 -3.361377 -5.070580 0.296 -0.137 -0.277
C -2.155803 -4.549645 -5.293081 0.419 0.893 0.129
C -2.727909 -5.131933 -4.032015 -0.428 0.097 0.252
O -2.992779 -6.479695 -4.423826 0.292 -0.076 -0.278
C -2.095957 -6.784044 -5.404548 0.139 -0.390 -0.171
O -1.911181 -7.877506 -5.832969 -0.057 0.240 0.117
O -1.437302 -5.666384 -5.825432 -0.401 -0.452 0.171
H -0.797508 -3.047964 -6.013199 -0.112 0.045 0.023
H -1.805099 -2.520978 -4.653630 -0.011 -0.089 -0.014
H -0.429673 -3.610462 -4.395472 -0.134 -0.026 0.069
H -2.944282 -4.289542 -6.007435 -0.068 -0.085 0.085
H -3.642389 -4.631861 -3.714320 -0.042 -0.214 -0.029
H -2.018838 -5.147764 -3.199389 0.078 0.130 -0.112
C -1.843973 2.168827 6.695007 -0.036 -0.064 -0.464
C -0.469396 1.673686 7.077976 -0.971 0.242 0.024
C 0.335575 2.651761 7.884027 -0.001 0.077 0.529
O 1.672141 2.243480 7.589520 0.083 -0.189 -0.457
C 1.643210 1.683627 6.349789 0.166 -0.105 -0.129
O 2.615914 1.399814 5.716859 -0.218 0.295 0.169
O 0.363937 1.494819 5.929421 0.640 0.047 0.306
H -2.335138 1.451581 6.035014 -0.006 -0.020 0.127
H -2.466703 2.313622 7.579144 0.076 -0.044 0.006
H -1.785275 3.111654 6.146451 0.084 0.006 0.109
H -0.549439 0.706865 7.585530 0.104 0.054 0.050
H 0.133621 2.584445 8.952515 0.232 -0.041 -0.034
H 0.212611 3.689104 7.559508 -0.135 -0.079 -0.079
```
Forces are in eV/Å.

For the energy, the calculation gives -3327.68205 a.u. The HOMO energy is -0.3462 Eh. For the largest force on an atom, the calculation gives 3.02 eV/Å.